[1]
Formula: C30H27BrCdN5OPS5
Source: the Open Molecules 2025 dataset
Level of theory: ωB97M-V/def2-TZVPD

Element x y z (Å)
Cd -0.08 -0.53 0.13
Br 0.48 -0.78 -3.11
C 0.22 -2.67 -3.02
C 0.33 -3.32 -4.22
C 0.16 -4.72 -4.28
C -0.11 -5.40 -3.13
C -0.22 -4.74 -1.89
C -0.48 -5.49 -0.72
C -0.58 -4.87 0.49
C -0.43 -3.48 0.57
C -0.20 -2.66 -0.52
C -0.07 -3.32 -1.79
H 0.56 -2.76 -5.12
H 0.25 -5.23 -5.23
H -0.24 -6.48 -3.15
H -0.59 -6.57 -0.82
H -0.76 -5.45 1.39
H -0.48 -3.04 1.56
C -2.00 2.66 -2.66
C -3.35 2.37 -2.65
C -3.82 1.36 -1.83
C -2.91 0.65 -1.04
N -1.60 0.93 -1.06
C -1.17 1.91 -1.85
C -3.38 -0.40 -0.09
C -4.63 -1.00 -0.21
C -5.03 -1.90 0.77
C -4.18 -2.17 1.83
C -2.94 -1.55 1.84
N -2.55 -0.70 0.90
H -1.58 3.45 -3.28
H -4.04 2.94 -3.26
H -4.87 1.14 -1.78
H -0.10 2.09 -1.82
H -5.29 -0.78 -1.04
H -5.99 -2.38 0.70
H -4.46 -2.85 2.62
H -2.23 -1.73 2.64
S 2.51 0.42 7.34
C 2.05 0.27 5.76
S 0.81 1.21 5.02
C 0.89 0.51 3.41
C 1.79 -0.48 3.24
S 2.12 -1.43 1.83
S 2.74 -0.88 4.67
S -0.26 1.15 2.27
O 0.06 3.54 0.54
C 0.81 2.76 0.95
C 5.55 0.76 0.05
N 4.88 0.41 -1.28
C 4.89 1.66 -2.16
N 4.27 2.76 -1.52
C 4.92 3.02 -0.24
N 4.91 1.88 0.65
C 3.57 1.56 1.17
P 2.35 1.20 -0.18
C 3.47 -0.06 -1.04
C 2.81 2.57 -1.36
H 6.59 0.99 -0.19
H 5.48 -0.12 0.68
H 5.42 -0.32 -1.74
H 4.37 1.39 -3.08
H 5.94 1.88 -2.37
H 4.41 3.85 0.25
H 5.96 3.31 -0.43
H 3.22 2.39 1.77
H 3.62 0.67 1.81
H 3.05 -0.37 -2.00
H 3.53 -0.93 -0.38
H 2.38 3.51 -1.02
H 2.39 2.35 -2.35

Calculated values
- LUMO: -0.4 eV
- Energy above the lowest of the compared OMol25 structures with the same formula, charge and spin: 0.0 kcal/mol
- E_tot: -179116.510 eV
- Molar mass: 857.21 g mol⁻¹
- Total charge: 0

---

[2]
Formula: C4H4Br4
Source: the Open Molecules 2025 dataset
Level of theory: ωB97M-V/def2-TZVPD

Element x y z (Å)
C -1.07 0.67 -0.19
C 0.11 0.19 0.08
C 1.58 -2.07 -0.89
C 0.17 -1.86 -0.44
Br 2.97 -1.89 0.51
Br 1.89 -3.74 -1.91
Br -0.23 -3.03 1.02
Br -1.03 -2.05 -1.89
H -1.18 1.71 -0.17
H -1.80 0.02 -0.69
H 0.87 0.39 0.71
H 1.78 -1.10 -1.46

Calculated values
- LUMO: 0.2 eV
- Energy above the lowest of the compared OMol25 structures with the same formula, charge and spin: 54.9 kcal/mol
- E_tot: -284379.276 eV
- Molar mass: 371.69 g mol⁻¹
- Total charge: 0

---

[3]
Formula: C3H9O2S2
Source: the Open Molecules 2025 dataset
Level of theory: ωB97M-V/def2-TZVPD

Element x y z (Å)
C 0.46 1.45 -0.43
C 1.48 1.39 -1.61
O 1.98 0.06 -1.77
C -0.74 0.61 -0.78
S -1.89 0.19 0.57
S -0.78 -0.79 1.86
H 0.19 2.51 -0.34
H 0.99 1.16 0.47
H 1.01 1.59 -2.55
H 2.40 1.96 -1.41
H -0.43 -0.28 -1.31
H -1.36 1.18 -1.50
H 1.53 -1.54 0.67
H 2.88 -2.03 0.09
H 1.46 -0.65 -1.35
O 1.94 -2.02 -0.06

Calculated values
- LUMO: 3.6 eV
- Energy above the lowest of the compared OMol25 structures with the same formula, charge and spin: 7.5 kcal/mol
- E_tot: -29023.621 eV
- Molar mass: 141.24 g mol⁻¹
- Total charge: -1

---

Repeat the first record exactly.
Formula: C30H27BrCdN5OPS5
Source: the Open Molecules 2025 dataset
Level of theory: ωB97M-V/def2-TZVPD

Element x y z (Å)
Cd -0.08 -0.53 0.13
Br 0.48 -0.78 -3.11
C 0.22 -2.67 -3.02
C 0.33 -3.32 -4.22
C 0.16 -4.72 -4.28
C -0.11 -5.40 -3.13
C -0.22 -4.74 -1.89
C -0.48 -5.49 -0.72
C -0.58 -4.87 0.49
C -0.43 -3.48 0.57
C -0.20 -2.66 -0.52
C -0.07 -3.32 -1.79
H 0.56 -2.76 -5.12
H 0.25 -5.23 -5.23
H -0.24 -6.48 -3.15
H -0.59 -6.57 -0.82
H -0.76 -5.45 1.39
H -0.48 -3.04 1.56
C -2.00 2.66 -2.66
C -3.35 2.37 -2.65
C -3.82 1.36 -1.83
C -2.91 0.65 -1.04
N -1.60 0.93 -1.06
C -1.17 1.91 -1.85
C -3.38 -0.40 -0.09
C -4.63 -1.00 -0.21
C -5.03 -1.90 0.77
C -4.18 -2.17 1.83
C -2.94 -1.55 1.84
N -2.55 -0.70 0.90
H -1.58 3.45 -3.28
H -4.04 2.94 -3.26
H -4.87 1.14 -1.78
H -0.10 2.09 -1.82
H -5.29 -0.78 -1.04
H -5.99 -2.38 0.70
H -4.46 -2.85 2.62
H -2.23 -1.73 2.64
S 2.51 0.42 7.34
C 2.05 0.27 5.76
S 0.81 1.21 5.02
C 0.89 0.51 3.41
C 1.79 -0.48 3.24
S 2.12 -1.43 1.83
S 2.74 -0.88 4.67
S -0.26 1.15 2.27
O 0.06 3.54 0.54
C 0.81 2.76 0.95
C 5.55 0.76 0.05
N 4.88 0.41 -1.28
C 4.89 1.66 -2.16
N 4.27 2.76 -1.52
C 4.92 3.02 -0.24
N 4.91 1.88 0.65
C 3.57 1.56 1.17
P 2.35 1.20 -0.18
C 3.47 -0.06 -1.04
C 2.81 2.57 -1.36
H 6.59 0.99 -0.19
H 5.48 -0.12 0.68
H 5.42 -0.32 -1.74
H 4.37 1.39 -3.08
H 5.94 1.88 -2.37
H 4.41 3.85 0.25
H 5.96 3.31 -0.43
H 3.22 2.39 1.77
H 3.62 0.67 1.81
H 3.05 -0.37 -2.00
H 3.53 -0.93 -0.38
H 2.38 3.51 -1.02
H 2.39 2.35 -2.35

Calculated values
- LUMO: -0.4 eV
- Energy above the lowest of the compared OMol25 structures with the same formula, charge and spin: 0.0 kcal/mol
- E_tot: -179116.510 eV
- Molar mass: 857.21 g mol⁻¹
- Total charge: 0

---

Please write out number 3 again, unchanged.
Formula: C3H9O2S2
Source: the Open Molecules 2025 dataset
Level of theory: ωB97M-V/def2-TZVPD

Element x y z (Å)
C 0.46 1.45 -0.43
C 1.48 1.39 -1.61
O 1.98 0.06 -1.77
C -0.74 0.61 -0.78
S -1.89 0.19 0.57
S -0.78 -0.79 1.86
H 0.19 2.51 -0.34
H 0.99 1.16 0.47
H 1.01 1.59 -2.55
H 2.40 1.96 -1.41
H -0.43 -0.28 -1.31
H -1.36 1.18 -1.50
H 1.53 -1.54 0.67
H 2.88 -2.03 0.09
H 1.46 -0.65 -1.35
O 1.94 -2.02 -0.06

Calculated values
- LUMO: 3.6 eV
- Energy above the lowest of the compared OMol25 structures with the same formula, charge and spin: 7.5 kcal/mol
- E_tot: -29023.621 eV
- Molar mass: 141.24 g mol⁻¹
- Total charge: -1

---

Number 2 is which compound? C4H4Br4

---

What is the E_tot in the first record? -179116.510 eV